Entry 1:
This record from the Open Molecules 2025 dataset describes 3 unconnected molecules or ions with the total composition C22H36F16O2P at a distorted geometry. The level of theory is ωB97M-V/def2-TZVPD.

CARTESIAN COORDINATES (ANGSTROEM)
C 1.866 4.264 4.520
C 0.904 4.355 3.195
C 1.530 5.196 1.935
C 3.138 5.498 2.027
C 4.101 4.173 1.961
C 4.351 3.571 0.453
C 5.051 2.092 0.642
C 4.975 1.123 -0.679
C 3.903 -0.129 -0.420
C 2.981 -0.478 -1.731
C 1.819 0.625 -2.077
C 1.162 1.377 -0.777
P 0.200 2.926 -1.458
H 1.132 4.131 5.452
H 2.473 3.260 4.453
H 2.516 5.215 4.731
H 0.595 3.264 2.868
H -0.092 4.911 3.549
H 0.897 6.203 1.829
H 1.350 4.592 0.940
H 3.429 6.150 2.960
H 3.407 6.158 1.072
H 5.169 4.517 2.365
H 3.735 3.286 2.653
H 3.286 3.521 -0.066
H 5.037 4.285 -0.199
H 4.486 1.566 1.540
H 6.156 2.285 1.020
H 4.738 1.725 -1.655
H 6.048 0.630 -0.850
H 4.571 -1.068 -0.184
H 3.233 0.059 0.547
H 2.556 -1.582 -1.623
H 3.717 -0.525 -2.666
H 2.141 1.441 -2.873
H 0.929 0.017 -2.592
H 1.931 1.799 -0.003
H 0.391 0.720 -0.192
H -0.856 2.497 -2.344
H -0.281 3.713 -0.319
H 1.214 3.683 -2.205
C -0.743 -5.927 -0.112
C -0.110 -5.881 -1.512
C 1.358 -5.466 -1.540
F 1.553 -4.223 -1.044
F 1.823 -5.443 -2.817
F -0.864 -5.088 -2.317
F -0.204 -7.141 -2.041
O -1.500 -4.778 0.276
C -0.739 -3.698 0.816
C -0.787 -2.439 -0.059
F -0.326 -2.682 -1.313
F -0.003 -1.455 0.456
F 0.523 -4.124 1.063
F -1.287 -3.432 2.033
H -1.479 -6.740 -0.132
H -0.027 -6.228 0.662
H 1.980 -6.167 -0.976
H -1.808 -2.058 -0.144
C -5.203 -0.424 -1.556
C -4.330 -1.603 -1.100
C -4.696 -2.949 -1.718
F -5.957 -3.331 -1.415
F -3.879 -3.929 -1.247
F -4.333 -1.664 0.257
F -3.039 -1.312 -1.453
O -6.272 -0.055 -0.680
C -7.473 -0.811 -0.830
C -7.812 -1.644 0.413
F -6.814 -2.510 0.723
F -8.927 -2.395 0.211
F -7.393 -1.555 -1.960
F -8.458 0.100 -1.054
H -4.551 0.458 -1.569
H -5.540 -0.527 -2.594
H -4.591 -2.929 -2.807
H -7.981 -1.002 1.281

Forces on atoms 1 to 2 (eV/Å):
-1.18 -0.87 0.54
-0.53 0.51 0.52

As for the HOMO-LUMO gap: 9.469 eV. The value obtained for the LUMO energy is -3.53 eV. Its net charge is +1. Its multiplicity is 1. The HOMO energy is -0.4776 Ha. The value obtained for the largest force on an atom is 0.052 Eh/bohr.


Entry 2:
This record from the Open Molecules 2025 dataset describes a molecular structure, C24H22BBr2F8LuN3PSSb at a distorted geometry. The level of theory is ωB97M-V/def2-TZVPD.

CARTESIAN COORDINATES (ANGSTROEM)
Lu 0.963 -1.362 0.506
Br 1.340 1.290 2.160
C 1.986 2.984 1.512
Br 2.036 3.168 -0.388
H 2.988 3.085 1.900
H 1.311 3.723 1.915
C -4.014 2.300 2.136
C -4.193 1.071 1.519
C -3.277 0.619 0.576
C -2.170 1.389 0.244
C -1.992 2.623 0.875
C -2.910 3.082 1.808
P -0.837 0.846 -0.889
C -1.034 2.017 -2.284
C 0.045 2.178 -3.153
C -0.049 3.024 -4.251
C -1.222 3.727 -4.485
C -2.301 3.579 -3.622
C -2.208 2.730 -2.525
C -1.487 -0.722 -1.577
C -2.543 -0.776 -2.489
C -3.080 -1.993 -2.878
C -2.575 -3.175 -2.347
C -1.506 -3.142 -1.462
C -0.965 -1.919 -1.089
H -4.727 2.648 2.874
H -5.047 0.456 1.774
H -3.424 -0.344 0.104
H -1.132 3.235 0.617
H -2.767 4.046 2.283
H 0.966 1.631 -2.984
H 0.800 3.133 -4.918
H -1.296 4.395 -5.335
H -3.220 4.122 -3.802
H -3.054 2.626 -1.859
H -2.950 0.148 -2.885
H -3.893 -2.020 -3.593
H -2.995 -4.131 -2.641
H -1.106 -4.072 -1.078
C 3.624 -2.995 3.236
C 4.092 -1.869 2.375
N 3.416 -1.190 1.472
C 4.284 -0.241 0.954
C 5.492 -0.347 1.553
N 5.356 -1.387 2.453
H 2.957 -3.651 2.685
H 3.087 -2.621 4.106
H 4.477 -3.582 3.582
H 3.976 0.433 0.172
H 6.412 0.199 1.426
H 6.070 -1.748 3.060
S 3.196 0.096 -3.582
C 2.571 -0.195 -2.130
N 2.113 -0.375 -1.058
F 2.271 -3.555 0.429
B 1.460 -3.401 -0.683
F 1.305 -4.519 -1.342
F 1.107 -1.761 2.833
Sb -0.751 -2.232 3.114
F -0.363 -3.289 1.577
F -0.278 -3.602 4.251
F -2.555 -2.594 3.055
F -0.861 -0.950 4.436
F -0.916 -0.847 1.760

Forces on atoms 1 to 2 (eV/Å):
0.54 1.46 0.23
-0.13 0.01 0.34

As for the HOMO-LUMO gap (alpha / beta): 7.875 / 6.353 eV. The value obtained for the LUMO energy (alpha / beta) is -0.24 / -1.82 eV. Its net charge is 0. Its multiplicity is 2. For the energy relative to the best compared isomer or geometry (same formula, charge and spin), the calculation gives 109.5 kcal/mol. The HOMO energy (alpha / beta) is -0.2983 / -0.3003 Ha. The value obtained for the largest force on an atom is 0.031 Eh/bohr.